(1)
Below is a 2-piece molecular cluster, C3H5BrO overall, with properties calculated with wB97M-V/def2-TZVPD.

Results
ΔE to the lowest compared entry with this formula, charge and spin: 77.56 kcal per mole
charge: 0
electronic energy: -2766.4125 Eh
HOMO level: -0.35749 hartree
frontier orbital gap: 9.3 eV

Geometry as XYZ:
```
10
Properties=species:S:1:pos:R:3:forces:R:3:nbo_charge:R:1
C 0.45941 0.61950 0.87349 -0.09 -0.11 0.33 -0.47
C 0.54386 0.63786 -0.64650 -0.09 0.05 -0.33 -0.47
C -0.56951 -0.00512 0.04972 0.52 -3.72 -0.16 0.17
O -0.35915 -2.17084 0.06973 0.08 3.65 0.60 -0.83
Br -2.38762 0.23276 -0.04650 -0.09 0.18 0.01 0.19
H 1.15117 -0.02126 1.39817 0.01 -0.17 -0.05 0.26
H 0.19366 1.51754 1.41501 -0.09 0.06 -0.07 0.24
H 0.32830 1.54852 -1.19004 -0.06 0.07 0.06 0.23
H 1.29847 0.01894 -1.10628 -0.02 -0.18 0.05 0.26
H -0.65858 -2.37790 -0.81679 -0.17 0.15 -0.45 0.44
```
Positions in Å, forces in eV/Å.

(2)
Below is C26H56Cl22GaO as an isolated structure, with properties calculated with wB97M-V/def2-TZVPD.

Results
charge: -1
electronic energy: -13148.4638 Eh
HOMO level: -0.13249 hartree
frontier orbital gap: 5.4 eV

Geometry as XYZ:
```
106
Properties=species:S:1:pos:R:3:forces:R:3:lowdin_charge:R:1
C 2.60218 -2.68647 -0.97020 -0.33 0.30 -0.76 -0.10
C 1.82556 -1.89836 -2.02888 0.57 0.29 1.04 -0.22
C 1.04558 -0.70744 -1.46158 0.07 -0.49 -1.20 -0.28
O -0.19420 -0.60141 -2.09084 -0.16 0.74 0.49 -0.27
C -1.28597 -1.14715 -1.31384 -0.79 -0.93 -1.26 -0.38
Ga -1.99597 -2.98762 -1.99541 0.13 0.31 0.21 0.26
H 2.14408 -2.63634 -0.00509 -0.42 0.09 0.67 0.06
H 2.59760 -3.71808 -1.26124 0.40 -0.68 -0.05 0.06
H 3.60122 -2.29988 -0.89214 0.66 -0.05 0.20 0.05
H 2.53221 -1.49659 -2.73436 0.36 0.02 -0.57 0.09
H 1.17185 -2.55099 -2.56283 -0.72 -0.29 -0.21 0.05
H 1.60607 0.18380 -1.70835 0.29 0.68 0.01 0.09
H 0.97879 -0.74915 -0.38567 -0.28 -0.14 0.59 0.10
H -2.11552 -0.45616 -1.42745 -0.20 0.43 0.11 0.01
H -1.05797 -1.21658 -0.26824 0.50 0.19 0.56 -0.02
H -0.72065 -3.84463 -2.42684 0.11 -0.02 0.09 -0.16
H -3.01751 -2.83244 -3.23009 0.00 0.14 -0.15 -0.15
H -2.79755 -3.66206 -0.79106 0.24 0.37 -0.15 -0.19
Cl -2.53171 2.38203 3.21323 -0.14 -0.05 -0.25 0.50
C -2.84164 2.17285 1.46237 -0.06 -0.01 -0.04 -0.70
C -3.75395 1.01616 1.15437 0.06 -0.19 -0.03 -0.64
Cl -2.97189 -0.55375 1.49576 -0.28 0.17 0.22 0.60
H -1.89077 2.03274 0.95680 -0.16 -0.15 0.46 -0.05
H -3.28042 3.10440 1.10886 -0.08 -0.01 0.02 0.06
H -3.98633 1.02979 0.09023 0.05 -0.02 -0.03 0.07
H -4.68361 1.06022 1.71529 0.02 0.02 0.08 0.06
Cl -1.54179 -4.94176 3.46287 -0.04 -0.02 -0.16 0.55
C -0.73194 -5.35099 4.98560 -0.08 0.00 0.02 -0.68
C 0.37327 -4.38958 5.33802 -0.02 -0.14 0.04 -0.70
Cl 1.76715 -4.51788 4.23071 -0.03 0.00 0.03 0.54
H -0.35869 -6.36817 4.90290 0.07 -0.02 -0.03 0.06
H -1.49430 -5.32433 5.76266 0.03 0.05 0.08 0.07
H 0.72963 -4.61993 6.33959 0.02 0.00 -0.49 -0.06
H 0.02783 -3.35979 5.32365 -0.01 0.03 -0.06 0.07
Cl -0.59438 -1.27777 8.94827 0.00 -0.13 0.03 0.54
C -0.30702 -2.53473 10.18185 -0.02 0.13 0.04 -0.66
C 0.99425 -3.26404 9.96219 -0.02 -0.04 0.18 -0.64
Cl 0.92981 -4.30342 8.51641 0.10 0.11 0.47 0.63
H -1.14761 -3.22213 10.17591 -0.05 -0.01 -0.09 0.07
H -0.28519 -2.02307 11.14184 0.07 -0.01 0.04 0.07
H 1.20204 -3.91988 10.80544 -0.06 0.00 0.05 0.07
H 1.82144 -2.56974 9.85249 0.03 0.02 -0.14 0.07
Cl -2.82510 -5.54024 -5.97367 0.01 0.03 -0.01 0.53
C -1.40596 -6.55332 -6.32934 -0.08 -0.11 -0.07 -0.68
C -0.71714 -7.02637 -5.07509 0.26 -0.04 0.04 -0.68
Cl 0.06536 -5.69374 -4.19439 -0.10 -0.19 -0.13 0.54
H -0.73100 -5.97785 -6.95602 0.03 0.09 0.03 0.06
H -1.76120 -7.41109 -6.89912 -0.01 -0.04 0.02 0.06
H 0.06141 -7.74279 -5.33628 -0.02 -0.03 -0.08 0.06
H -1.41663 -7.50989 -4.39809 -0.07 0.06 0.04 0.05
Cl -1.67619 5.01269 -3.32153 -0.05 0.14 -0.03 0.54
C -0.21970 3.97841 -3.24274 0.04 -0.16 -0.01 -0.67
C -0.50767 2.64477 -2.60768 -0.08 0.15 -0.11 -0.60
Cl -0.88485 2.81081 -0.87033 0.22 0.15 -0.45 0.66
H 0.54355 4.52255 -2.69936 -0.05 0.10 0.09 0.02
H 0.12452 3.83306 -4.26425 -0.04 -0.01 -0.05 0.06
H 0.35826 2.00728 -2.68790 0.25 -0.26 0.04 0.06
H -1.34185 2.13934 -3.08011 -0.10 -0.07 0.05 0.08
Cl 2.32102 5.22662 -6.57286 -0.04 -0.02 -0.01 0.54
C 3.01297 6.36321 -5.38688 0.04 0.10 0.01 -0.66
C 4.00115 5.69310 -4.46826 0.10 0.05 0.03 -0.67
Cl 3.21183 4.53693 -3.36840 0.09 -0.06 0.03 0.58
H 2.19236 6.80800 -4.83154 -0.07 -0.05 0.02 0.07
H 3.51299 7.14732 -5.95195 0.06 -0.02 -0.03 0.07
H 4.48884 6.44189 -3.84696 -0.05 0.05 0.03 0.08
H 4.76376 5.15576 -5.02512 -0.12 -0.02 0.10 -0.02
Cl 2.71446 5.23616 1.51399 0.04 0.04 0.00 0.52
C 2.18114 3.53150 1.49024 -0.06 -0.13 -0.03 -0.66
C 1.81232 3.03273 2.86226 -0.11 -0.05 -0.11 -0.67
Cl 3.23391 2.89331 3.93626 0.01 0.05 0.09 0.52
H 2.97702 2.93731 1.05157 0.09 0.03 0.01 0.07
H 1.31193 3.47883 0.83866 -0.06 0.02 0.02 0.03
H 1.37460 2.03990 2.78616 0.01 -0.04 -0.03 0.08
H 1.09237 3.68525 3.34416 0.00 0.05 0.04 0.03
Cl -6.89596 4.91204 -4.13671 -0.04 -0.01 0.00 0.54
C -6.21313 6.04124 -2.93980 0.03 0.09 0.00 -0.67
C -5.20901 5.37661 -2.03450 0.08 0.04 0.01 -0.68
Cl -5.97033 4.19651 -0.93725 -0.01 -0.04 0.02 0.54
H -7.03608 6.46703 -2.37358 -0.07 -0.06 0.03 0.06
H -5.72772 6.83932 -3.49765 0.07 -0.01 -0.03 0.07
H -4.72781 6.12563 -1.40920 -0.02 0.04 0.02 0.07
H -4.44118 4.86005 -2.60143 -0.01 -0.10 -0.02 0.02
Cl -0.62632 2.89959 5.55462 0.15 -0.05 0.35 0.54
C 0.09410 4.07976 6.67298 0.05 0.06 0.02 -0.65
C 1.04514 3.47466 7.67735 0.10 0.10 -0.02 -0.66
Cl 0.23086 2.48768 8.92477 -0.05 -0.02 -0.14 0.52
H -0.71287 4.60857 7.17158 -0.08 -0.03 0.01 0.07
H 0.63793 4.78474 6.04649 0.10 0.03 0.07 0.07
H 1.55011 4.27516 8.21422 0.00 0.05 -0.03 0.07
H 1.79568 2.85802 7.19195 -0.05 -0.11 -0.03 0.06
Cl 5.97959 4.30288 -7.00185 0.06 -0.01 -0.19 0.59
C 7.43068 3.27422 -6.90023 0.11 -0.03 -0.07 -0.65
C 7.13507 1.95793 -6.23089 0.04 -0.08 0.02 -0.66
Cl 6.76488 2.16295 -4.50193 -0.03 0.02 0.01 0.55
H 8.19857 3.82614 -6.36713 -0.02 0.05 0.09 0.07
H 7.77288 3.10380 -7.91876 -0.05 -0.04 -0.04 0.07
H 8.00614 1.30978 -6.29758 0.06 0.02 0.01 0.07
H 6.29404 1.45480 -6.69816 -0.09 0.03 0.02 0.07
Cl -2.05396 -7.46277 -1.24660 0.04 0.03 0.01 0.55
C -3.19588 -7.86332 0.06107 -0.05 -0.15 -0.06 -0.67
C -4.35961 -6.90675 0.11096 -0.12 0.10 0.26 -0.66
Cl -3.85655 -5.27608 0.60930 -0.29 -0.49 0.19 0.53
H -2.64554 -7.86208 0.99726 0.06 0.10 0.03 0.06
H -3.55663 -8.87371 -0.12755 -0.04 -0.01 -0.04 0.06
H -5.09225 -7.26066 0.83639 0.03 -0.10 0.02 0.06
H -4.84730 -6.82485 -0.85670 0.07 0.04 -0.08 0.07
```
Positions in Å, forces in eV/Å.

(3)
Below is C12H38NO10Sr as an isolated structure, with properties calculated with wB97M-V/def2-TZVPD.

Results
charge: +1
electronic energy: -1317.6527 Eh
HOMO level: -0.38228 hartree
frontier orbital gap: 4.4 eV

Geometry as XYZ:
```
62
Properties=species:S:1:pos:R:3:forces:R:3:lowdin_charge:R:1
Sr 3.73202 -2.31481 -0.61251 -1.83 1.45 -0.40 1.83
C 0.89280 0.45005 -2.62799 -0.50 -0.60 0.37 0.05
C 1.62478 -0.45988 -1.66446 0.79 -0.05 -1.80 -0.67
O 1.35748 -1.70996 -1.63651 0.75 -0.49 0.47 -0.20
O 2.66269 -0.02816 -1.08876 0.60 -1.00 0.70 -0.17
H 0.33415 -0.15114 -3.34485 -0.17 -0.01 0.18 0.08
H 1.57086 1.06944 -3.21075 0.20 0.20 0.42 0.08
H 0.19064 1.05466 -2.05191 0.03 0.21 -0.15 0.10
C 2.88160 3.59561 -0.76853 0.01 -0.43 -0.25 -0.15
O 2.84829 2.44925 0.07743 -0.10 -0.06 -0.07 -0.15
H 2.04583 3.57823 -1.47631 0.03 0.14 0.03 0.08
H 2.80725 4.49239 -0.15911 0.02 -0.06 0.09 0.08
H 3.81322 3.62208 -1.34401 -0.05 0.15 0.03 0.08
H 2.72564 1.65897 -0.47816 0.14 0.50 0.27 0.00
O 3.79922 1.29311 -4.49623 -0.12 -0.29 0.29 -0.05
H 3.37994 0.41676 -4.54675 0.21 0.10 -0.17 -0.02
H 4.68735 1.14087 -4.15660 -0.06 0.10 -0.11 0.04
O 2.55224 -1.16445 -5.33731 -0.03 -0.21 0.32 -0.06
H 3.22577 -1.69631 -5.77672 -0.16 0.12 -0.15 0.07
H 1.81470 -1.78227 -5.16170 0.41 0.09 -0.09 0.02
O 1.05076 -3.21671 -4.18042 0.18 0.10 0.32 -0.05
H 1.40630 -4.10501 -4.05786 -0.23 0.05 -0.09 0.06
H 1.15339 -2.76277 -3.32388 -0.26 -0.12 -0.11 0.01
O -1.18193 -0.30715 -5.84906 -0.09 -0.24 0.26 -0.04
H -1.19523 -1.24795 -5.63268 -0.04 0.11 -0.13 0.05
H -2.05296 0.02203 -5.59540 0.12 0.02 -0.10 0.06
O 1.14013 1.41732 -6.44596 -0.42 -0.13 0.05 -0.06
H 0.40418 0.78572 -6.36476 0.26 0.26 -0.03 -0.01
H 1.83630 1.05341 -5.89512 0.13 -0.01 -0.12 -0.03
O 0.21962 -4.15118 -0.70741 0.32 0.18 -0.02 -0.07
H 0.46319 -3.27408 -1.03673 -0.33 0.07 0.00 -0.04
H -0.73137 -4.09406 -0.55725 0.10 -0.12 0.04 0.05
C -2.58507 2.53297 4.11306 0.42 0.80 -0.07 -0.04
C -2.11298 1.08520 4.13376 -0.37 -0.10 0.49 -0.51
C -3.37588 0.20424 4.13541 -0.30 -0.26 -0.82 -0.14
C -3.15375 -1.23420 3.67539 -0.93 0.29 0.58 -0.19
C -2.48570 -1.25643 2.31322 -0.14 -0.69 1.13 -0.14
C -1.15106 -0.51783 2.38696 0.10 0.04 -0.93 -0.51
N -1.37580 0.85280 2.87068 -1.16 -0.33 -0.29 -0.10
O -0.15944 1.56351 2.84462 0.23 0.05 0.22 -0.02
C -0.10631 -1.28962 3.18385 0.58 -0.40 -0.65 -0.02
C -0.66432 -0.39111 0.93776 0.57 0.94 -1.28 -0.05
C -1.28393 0.79481 5.39271 -0.06 0.14 0.36 -0.03
H -1.74221 3.23236 4.09203 0.05 -0.15 0.23 0.08
H -3.18568 2.78099 4.98832 0.02 -0.14 0.06 0.09
H -3.16608 2.78734 3.22405 -0.11 -0.38 -0.03 0.09
H -3.89448 0.18175 5.09523 0.34 0.36 0.18 0.13
H -4.08545 0.64400 3.42471 0.02 0.07 0.04 0.12
H -4.13589 -1.72175 3.65629 0.05 0.06 -0.28 0.12
H -2.64421 -1.80178 4.46062 0.50 0.02 -0.33 0.11
H -3.13496 -0.84508 1.54010 -0.01 0.28 0.10 0.13
H -2.35863 -2.31933 2.07913 0.47 0.16 -0.35 0.12
H 0.83824 -0.74199 3.12266 -0.08 0.09 0.35 0.08
H -0.36241 -1.50592 4.21143 -0.07 0.13 0.14 0.07
H 0.07905 -2.24696 2.67932 -0.13 -0.02 0.07 0.08
H -0.82356 -1.24217 0.27017 0.07 -0.49 0.59 0.07
H -1.15669 0.40979 0.37031 -0.48 0.05 0.56 0.09
H 0.37961 -0.06822 0.82837 0.11 -0.35 0.45 0.07
H -1.32581 -0.26482 5.64168 0.47 -0.11 -0.21 0.07
H -1.67196 1.25817 6.30543 -0.29 0.31 -0.34 0.09
H -0.27119 1.18045 5.27466 0.10 -0.35 -0.02 0.08
H -0.34228 2.30481 2.25637 0.10 -0.03 0.01 0.11
```
Positions in Å, forces in eV/Å.

Which of these has the highest electronic energy?
C12H38NO10Sr